The following is a quantum chemistry calculation of a cluster of 10 separate species, C48H66F3N10O2 in total, from the Open Molecules 2025 dataset.

Output
molar mass = 872.12 g mol⁻¹
gap between HOMO and LUMO (alpha / beta) = 8.58 / 7.90 eV
total charge = 0
⟨S²⟩ = 0.754
multiplicity = 2
LUMO (alpha / beta) = 0.537 / -0.145 eV
energy = -77991.356 eV

```
129
Properties=species:S:1:pos:R:3:forces:R:3
C 3.42970 -1.71632 3.31231 0.0 0.1 0.2
O 4.42104 -0.75875 2.99282 0.1 -0.2 -0.1
C 4.78515 -0.73646 1.63510 0.1 0.0 0.0
C 3.71142 -0.08180 0.69280 0.1 0.0 -0.4
C 4.50611 0.58352 -0.43441 -0.1 0.0 0.1
F 5.31256 1.56020 0.01658 0.0 0.0 -0.1
F 5.29605 -0.28612 -1.09540 0.0 -0.1 0.1
F 3.70817 1.15019 -1.36452 -0.1 0.0 0.0
C 2.94235 1.02687 1.44604 0.0 0.2 0.0
C 1.40000 1.11200 1.36136 0.0 0.2 0.5
C 0.87371 1.46266 2.76607 -0.2 0.0 -0.3
C 0.97059 2.24207 0.40469 0.0 0.1 -0.1
N 0.75796 -0.17285 0.98009 -0.1 0.5 -0.8
O -0.52067 -0.11530 0.96199 0.1 -0.3 0.3
C 1.32681 -1.00541 -0.10662 -0.1 -0.5 -0.1
C 0.68556 -2.40273 0.01938 -0.1 0.2 -0.1
C 0.94782 -0.44690 -1.48874 0.1 -0.1 0.0
C 2.84481 -1.20248 0.06106 -0.2 -0.1 0.3
H 2.43156 -1.39034 2.98972 0.1 -0.1 -0.1
H 3.42093 -1.82067 4.40073 0.0 0.1 -0.2
H 3.66612 -2.69314 2.87178 -0.1 0.1 0.0
H 5.73294 -0.19311 1.58870 -0.2 0.1 0.1
H 4.98066 -1.76220 1.28885 0.0 0.1 0.0
H 3.23705 0.99013 2.49701 -0.1 -0.2 -0.1
H 3.30203 1.99693 1.08560 0.0 -0.1 0.2
H -0.18813 1.72036 2.71294 0.2 -0.1 0.1
H 1.00684 0.62037 3.45185 0.0 0.1 0.0
H 1.41718 2.33641 3.13435 0.0 -0.1 0.0
H 1.57377 2.28008 -0.50475 -0.1 -0.1 0.1
H -0.08213 2.14530 0.13224 0.1 0.0 0.1
H 1.10071 3.19973 0.92096 0.0 -0.1 -0.1
H 1.23016 -3.11305 -0.61251 -0.1 0.1 0.1
H -0.35664 -2.38439 -0.31140 0.2 0.0 0.1
H 0.72034 -2.73660 1.06044 0.0 0.0 -0.1
H -0.14115 -0.40961 -1.59170 0.1 0.1 0.1
H 1.32626 -1.14984 -2.23966 -0.1 0.2 0.2
H 1.36614 0.53822 -1.69267 0.0 -0.1 0.0
H 3.23826 -1.47348 -0.92472 0.0 0.0 0.2
H 2.97860 -2.09647 0.67898 0.0 0.2 -0.1
N -3.41326 -1.15341 0.33006 0.0 0.0 -0.1
C -4.01273 -2.00851 1.20919 0.0 0.0 0.0
C -5.36676 -1.93517 1.01096 0.0 0.0 0.0
C -5.59041 -0.99713 -0.03386 0.0 0.0 0.0
C -4.36313 -0.53387 -0.43152 0.0 0.0 0.0
H -2.42092 -0.99694 0.26159 0.1 0.1 0.2
H -3.42994 -2.59377 1.89928 0.0 0.0 0.0
H -6.10980 -2.49530 1.55444 0.0 0.0 0.0
H -6.53902 -0.69626 -0.44780 0.0 0.0 0.0
H -4.08996 0.18091 -1.18936 0.0 0.0 0.0
N 6.56012 0.16247 -6.41330 0.1 0.0 0.1
C 5.52638 0.40895 -5.55009 -0.1 0.0 -0.1
C 5.99326 0.26131 -4.27327 0.0 0.0 0.0
C 7.36808 -0.08641 -4.36412 0.0 0.0 -0.1
C 7.68818 -0.13500 -5.69600 0.0 0.0 0.0
H 6.50159 0.19202 -7.41384 0.0 0.0 0.0
H 4.54549 0.67597 -5.90601 0.0 0.1 0.0
H 5.40868 0.39449 -3.38111 0.0 0.0 0.0
H 8.04306 -0.27611 -3.54663 0.0 0.0 0.0
H 8.61741 -0.35861 -6.19099 0.0 0.0 0.0
N 2.69060 -1.33725 -5.90432 0.1 0.0 -0.1
C 2.12078 -0.97660 -4.71865 0.1 0.0 0.0
C 0.76100 -1.02455 -4.87290 -0.1 0.0 -0.1
C 0.50827 -1.43467 -6.21111 -0.1 0.0 -0.1
C 1.72066 -1.61895 -6.82556 0.0 0.0 0.2
H 3.68320 -1.39252 -6.05080 0.0 0.0 0.0
H 2.73381 -0.71819 -3.87176 0.0 0.0 0.0
H 0.03340 -0.78996 -4.11221 0.0 0.0 -0.1
H -0.45340 -1.57222 -6.67885 0.0 0.1 -0.1
H 1.96865 -1.92668 -7.82633 0.0 0.0 0.0
N -2.61021 -2.25763 -4.82118 0.0 0.0 0.0
C -3.17857 -1.90821 -3.62758 0.0 0.0 0.0
C -4.53890 -1.96664 -3.77458 -0.1 0.0 0.0
C -4.80062 -2.36814 -5.11311 0.0 0.0 0.0
C -3.58906 -2.54065 -5.73061 0.0 0.0 0.0
H -1.62321 -2.30193 -5.00206 0.0 -0.1 0.0
H -2.57221 -1.65468 -2.77458 0.0 0.0 0.0
H -5.26304 -1.75100 -3.00692 0.0 0.0 0.0
H -5.76668 -2.51518 -5.56683 0.0 0.0 0.0
H -3.33788 -2.84170 -6.73377 0.0 0.0 0.0
N -8.66671 -2.05154 2.89361 0.0 0.0 0.0
C -8.99760 -3.32840 3.25576 0.0 0.0 0.0
C -9.29732 -3.32063 4.59161 0.0 0.0 0.0
C -9.14023 -1.98407 5.05103 0.0 0.0 0.0
C -8.75090 -1.22572 3.97784 0.0 0.0 0.0
H -8.39804 -1.76328 1.97090 0.0 0.0 0.0
H -8.99251 -4.12921 2.53661 0.0 0.0 0.0
H -9.59512 -4.17556 5.17486 0.0 0.0 0.0
H -9.29559 -1.62586 6.05581 0.0 0.0 0.0
H -8.52920 -0.17544 3.89355 0.0 0.0 0.0
N -9.91813 1.86447 5.85786 0.0 0.0 0.0
C -10.98465 1.31635 5.19921 0.0 0.0 0.0
C -11.75647 2.34357 4.72646 0.0 0.0 0.0
C -11.12909 3.55960 5.11560 0.0 0.0 0.0
C -9.99743 3.23034 5.81205 0.0 0.0 0.0
H -9.18977 1.34290 6.30875 0.0 0.0 0.0
H -11.09803 0.24878 5.12144 0.0 0.0 0.0
H -12.66778 2.23665 4.16259 0.0 0.0 0.0
H -11.46977 4.55982 4.90689 0.0 0.0 0.0
H -9.24645 3.84718 6.27464 0.0 0.0 0.0
N 7.59127 3.90929 4.30785 0.0 0.0 0.0
C 7.49396 3.45911 3.01974 0.0 0.0 0.0
C 6.29931 2.80096 2.89488 0.0 0.0 0.1
C 5.65157 2.85590 4.15998 0.0 0.0 0.0
C 6.47382 3.54704 5.00883 0.0 0.0 0.0
H 8.36402 4.42673 4.68387 0.0 0.0 0.0
H 8.27635 3.64600 2.30453 0.0 0.0 0.0
H 5.93048 2.33508 1.99922 0.0 0.0 0.0
H 4.69337 2.43493 4.41619 0.0 0.0 0.0
H 6.35858 3.81109 6.04554 0.0 0.0 0.0
N 7.33405 6.28371 9.31871 0.0 0.0 0.0
C 7.17667 5.62685 8.12919 0.0 0.0 0.0
C 6.63742 6.51022 7.23067 0.0 0.0 0.0
C 6.46503 7.74826 7.90772 0.0 0.0 0.0
C 6.90278 7.57543 9.19311 0.0 0.0 0.0
H 7.70546 5.87829 10.15704 0.0 0.0 0.0
H 7.46094 4.59312 8.02737 0.0 0.0 0.0
H 6.39240 6.29637 6.20339 0.0 0.0 0.0
H 6.06360 8.65915 7.49699 0.0 0.0 0.0
H 6.94404 8.25834 10.02393 0.0 0.0 0.0
N -3.52822 -4.14667 -9.33367 0.0 0.0 0.0
C -2.82775 -4.08453 -10.50749 0.0 0.0 0.0
C -2.00980 -5.18092 -10.56444 0.0 0.0 0.0
C -2.22644 -5.93373 -9.37734 0.0 0.0 0.0
C -3.16896 -5.26994 -8.63910 0.0 0.0 0.0
H -4.20338 -3.47034 -9.02894 0.0 0.0 0.0
H -2.97111 -3.27168 -11.19825 0.0 0.0 0.0
H -1.33228 -5.41862 -11.36719 0.0 0.0 0.0
H -1.74593 -6.85646 -9.09903 0.0 0.0 0.0
H -3.61255 -5.49862 -7.68504 0.0 0.0 0.0
```
Positions in Å, forces in eV/Å.